Below is a molecular structure, C24H21IrN6OS5Sb at a distorted geometry, with properties calculated with wB97M-V/def2-TZVPD.

2S+1: 2
HOMO-LUMO gap (spin up / spin down): 5.3417 / 5.2930 eV
expectation value of S²: 0.7564
electronic energy: -99772.6611 eV
charge: 0
E_HOMO (spin up / spin down): -0.2434 / -0.2415 Ha
relative energy (zero: lowest compared OMol25 entry of this formula, charge and spin): 20.6 kcal/mol

```
59
C24H21IrN6OS5Sb, DFT wB97M-V/def2-TZVPD
Ir 0.621 -0.588 1.373
C 1.300 5.319 -0.463
C 0.380 5.141 0.738
N 0.762 4.024 1.615
C 1.476 4.351 2.852
C 2.991 4.371 2.688
C 0.499 2.758 1.233
S 1.026 1.509 2.314
N -0.178 2.655 0.085
C -0.378 1.542 -0.596
O 0.127 0.410 -0.409
C -1.257 1.677 -1.807
C -1.648 0.528 -2.488
C -2.406 0.624 -3.646
C -2.774 1.872 -4.134
C -2.391 3.020 -3.452
C -1.636 2.923 -2.292
H 0.946 6.146 -1.083
H 1.305 4.412 -1.067
H 2.322 5.539 -0.150
H -0.637 4.968 0.398
H 0.390 6.039 1.353
H 1.200 3.626 3.612
H 1.124 5.330 3.177
H 3.344 3.400 2.335
H 3.463 4.580 3.649
H 3.303 5.137 1.976
H -1.347 -0.436 -2.100
H -2.705 -0.274 -4.173
H -3.355 1.950 -5.045
H -2.676 3.995 -3.830
H -1.327 3.810 -1.757
S -1.376 -7.277 -1.689
N -2.207 -6.310 -0.700
C -1.452 -5.249 -0.491
C -1.815 -4.094 0.320
C -3.006 -3.991 1.037
C -3.262 -2.831 1.728
C -2.322 -1.803 1.681
N -1.175 -1.913 1.032
C -0.911 -3.045 0.380
C 0.404 -3.131 -0.263
N 1.247 -2.120 -0.029
C 2.442 -2.130 -0.597
C 2.852 -3.151 -1.453
C 2.012 -4.215 -1.661
C 0.762 -4.215 -1.046
C -0.204 -5.297 -1.176
N -0.043 -6.393 -1.892
H -3.697 -4.824 1.041
H -4.166 -2.706 2.307
H -2.500 -0.855 2.173
H 3.084 -1.291 -0.366
H 3.827 -3.102 -1.916
H 2.304 -5.063 -2.268
S 3.186 -5.335 2.107
Sb 2.234 -4.917 4.058
S 0.395 -3.408 3.554
S 1.523 -1.691 3.223
```

Charges per atom according to Mulliken partitioning, unit e: atom 1 (Ir): 1.29, atom 2 (C): -1.04, atom 3 (C): -0.67, atom 4 (N): 0.05, atom 5 (C): -0.92, atom 6 (C): -0.90, atom 7 (C): 0.54, atom 8 (S): -0.40, atom 9 (N): -0.26, atom 10 (C): 0.20, atom 11 (O): -0.93, atom 12 (C): 0.53, atom 13 (C): -0.36, atom 14 (C): -0.74, atom 15 (C): -0.35, atom 16 (C): -0.76, atom 17 (C): -0.13, atom 18 (H): 0.34, atom 19 (H): 0.24, atom 20 (H): 0.34, atom 21 (H): 0.40, atom 22 (H): 0.40, atom 23 (H): 0.50, atom 24 (H): 0.37, atom 25 (H): 0.24, atom 26 (H): 0.39, atom 27 (H): 0.27, atom 28 (H): 0.42, atom 29 (H): 0.41, atom 30 (H): 0.38, atom 31 (H): 0.40, atom 32 (H): 0.30, atom 33 (S): 0.12, atom 34 (N): -0.68, atom 35 (C): 0.86, atom 36 (C): 0.36, atom 37 (C): -0.82, atom 38 (C): -0.66, atom 39 (C): -0.69, atom 40 (N): 0.00, atom 41 (C): -0.19, atom 42 (C): 0.17, atom 43 (N): -0.18, atom 44 (C): -0.44, atom 45 (C): -0.79, atom 46 (C): -0.48, atom 47 (C): 0.35, atom 48 (C): 0.87, atom 49 (N): -0.68, atom 50 (H): 0.53, atom 51 (H): 0.45, atom 52 (H): 0.50, atom 53 (H): 0.51, atom 54 (H): 0.45, atom 55 (H): 0.53, atom 56 (S): -0.50, atom 57 (Sb): 0.58, atom 58 (S): -0.31, atom 59 (S): -0.40